{"formula": "C3H8O", "method": "ωB97M-V/def2-TZVPD", "elements": ["C", "C", "C", "O", "H", "H", "H", "H", "H", "H", "H", "H"], "coordinates": [[-0.04700, -1.03801, 0.85802], [0.51842, 0.19890, 0.17313], [-0.30617, 0.44552, -1.12298], [0.51985, 1.34515, 0.87325], [-1.12424, -1.02757, 0.97948], [0.18546, -1.85766, 0.10213], [0.40230, -1.23878, 1.80654], [1.54626, -0.10021, -0.02717], [-1.31418, 0.63647, -0.88410], [0.39925, 1.28312, -1.53850], [-0.29963, -0.37472, -1.91491], [-0.48030, 1.72779, 0.69509]], "atomic_forces_ev_per_a": [[0.09, -0.90, -1.46], [-1.11, -3.27, -1.67], [4.48, -0.21, -1.89], [-3.99, 3.56, 0.89], [-0.32, 0.21, 0.05], [-0.31, 0.59, 1.26], [0.43, -0.24, 0.58], [0.27, 0.46, -0.42], [-1.17, 0.87, 0.23], [-2.33, -0.88, 0.10], [0.13, 0.81, 1.24], [3.84, -1.00, 1.10]], "lowdin_charge": [-0.07, -0.61, -0.07, -0.06, 0.07, 0.10, 0.06, 0.13, 0.05, 0.12, 0.09, 0.18], "smiles": "CC(C)O", "de_lowest_kj_mol": 104.3, "total_charge": 0, "multiplicity": 1, "orbital_gap_ha": 0.40361}